ORCA calculation (ωB97M-V with the def2-TZVPD basis set) on C20H8AuBF8N10 as an isolated structure at a distorted geometry.

XYZ file:
```
48
Properties=species:S:1:pos:R:3:forces:R:3:lowdin_charge:R:1
Au 0.704 -1.506 0.410 -0.248 -0.100 -0.007 0.8564
N -2.406 -2.602 0.318 0.103 -0.032 -0.163 0.1874
C -2.244 -1.935 1.462 0.111 0.088 0.124 -0.4305
N -3.295 -1.790 2.269 0.175 -0.033 -0.183 0.1886
C -3.046 -1.156 3.403 -0.177 0.099 0.337 -0.4310
N -4.076 -0.951 4.244 0.083 -0.002 -0.113 0.1703
N -1.843 -0.692 3.809 -0.079 -0.069 -0.099 0.1804
C -0.882 -0.853 2.931 0.313 0.072 0.026 -0.2648
N -1.018 -1.407 1.723 -0.023 -0.016 0.193 0.0551
C 0.489 -0.389 3.350 -0.180 -0.120 -0.225 -0.2046
C 0.753 -0.119 4.681 -0.025 0.016 0.105 0.0029
C 2.044 0.235 5.036 -0.039 0.003 0.076 -0.0427
C 3.017 0.316 4.056 0.045 0.014 -0.022 -0.0459
C 2.656 0.042 2.747 -0.089 0.016 -0.063 -0.1175
N 1.418 -0.300 2.402 0.107 -0.001 0.230 0.0352
H -3.270 -3.111 0.239 -0.010 -0.053 0.001 0.1166
H -1.576 -3.034 -0.073 0.002 -0.087 0.054 0.0755
H -4.965 -1.363 4.031 -0.009 -0.011 0.003 0.1069
H -3.896 -0.558 5.149 0.012 -0.008 0.014 0.1052
H -0.043 -0.206 5.406 0.041 0.002 -0.019 0.1111
H 2.289 0.434 6.072 -0.008 0.001 -0.020 0.1125
H 4.039 0.579 4.293 -0.023 -0.008 -0.004 0.1086
H 3.384 0.093 1.945 -0.019 -0.012 0.023 0.1100
F 0.180 -4.123 0.371 -0.129 -0.071 0.085 -0.0146
B 0.429 -4.493 1.754 -0.092 -0.041 -0.118 -1.2421
F 1.307 -3.511 2.275 -0.007 0.014 0.047 0.0524
F -0.799 -4.432 2.442 0.186 0.025 -0.131 0.0943
F 0.997 -5.751 1.791 -0.120 0.187 0.065 0.1337
F -0.088 -0.295 -2.844 -0.137 0.202 -0.140 0.1293
C 0.185 0.885 -3.387 0.196 -0.092 0.128 -0.1308
C -0.780 1.566 -4.008 -0.079 0.217 -0.183 -0.1293
F -1.993 1.047 -4.059 -0.066 0.017 -0.023 0.1532
C -0.545 2.856 -4.655 0.465 -0.327 0.284 -0.0085
C 0.840 3.316 -4.595 -0.408 0.059 -0.156 -0.1313
C 1.803 2.630 -3.980 0.174 -0.349 0.244 -0.1309
F 3.031 3.123 -3.983 0.070 -0.117 0.107 0.1492
C 1.548 1.377 -3.276 -0.494 0.494 -0.458 -0.0072
C 2.476 0.730 -2.546 0.870 -0.415 0.599 -0.1097
C 2.170 -0.441 -1.773 0.386 0.299 -0.670 -0.1148
N 1.986 -1.422 -1.200 -0.063 -0.009 0.284 0.1019
C 3.851 1.155 -2.407 -0.290 -0.089 0.054 -0.1538
N 4.953 1.419 -2.224 -0.062 0.000 -0.045 0.2125
F 1.151 4.461 -5.178 -0.057 -0.025 -0.007 0.1504
C -1.520 3.557 -5.266 -0.572 0.401 -0.309 -0.1117
C -1.303 4.829 -5.917 -0.119 -0.309 0.106 -0.1551
N -1.212 5.836 -6.460 -0.008 0.007 0.014 0.2158
C -2.896 3.117 -5.333 0.301 0.151 -0.064 -0.1551
N -4.003 2.836 -5.441 -0.008 0.012 0.019 0.2165
```
Positions in Å, forces in eV/Å.

## Properties
E_HOMO: -8.886 eV
frontier orbital gap: 5.0 eV
energy above the lowest of the compared OMol25 structures with the same formula, charge and spin: 0.627 eV